Record 1
DFT (wB97M-V/def2-TZVPD) results for a 2-piece molecular cluster, C5H10O overall in a non-equilibrium geometry.

As for the energy: -271.682334 a.u. The multiplicity is 1. For the lowest unoccupied orbital energy, the calculation gives 0.92 eV. The value obtained for the molar mass is 86.13 g mol⁻¹. The SMILES is C=C/C=C/C.O. The frontier orbital gap comes out at 0.3452 Ha.

Each line ends with the natural charge from an NBO analysis.
Atoms and positions in Å:
C  1.935  -1.917  0.300  -0.370
C  0.663  -1.566  0.168  -0.204
C  0.054  -0.260  0.343  -0.240
C  -1.247  0.028  0.378  -0.145
C  -1.879  1.350  0.678  -0.648
H  2.307  -2.827  0.678  0.199
H  2.750  -1.214  0.159  0.190
H  -0.119  -2.326  0.103  0.191
H  0.641  0.597  0.674  0.182
H  -1.931  -0.816  0.266  0.185
H  -1.160  2.128  0.929  0.212
H  -2.633  1.631  -0.054  0.224
H  -2.437  1.142  1.601  0.221
O  1.372  1.196  -2.112  -0.936
H  0.983  1.575  -1.315  0.469
H  0.701  1.278  -2.795  0.469


Record 2
DFT (wB97M-V/def2-TZVPD) results for one molecule with the formula C5H10O.

As for the energy: -271.712471 a.u. The multiplicity is 1. For the lowest unoccupied orbital energy, the calculation gives 0.98 eV. The value obtained for the molar mass is 86.13 g mol⁻¹. The SMILES is C[C@@H](O)C1CC1. The frontier orbital gap comes out at 0.4131 Ha.

Each line ends with the natural charge from an NBO analysis.
Atoms and positions in Å:
C  1.218  0.624  1.589  -0.616
C  0.461  0.741  0.277  0.102
O  1.432  0.692  -0.761  -0.719
C  -0.605  -0.349  0.148  -0.259
C  -1.580  -0.318  -0.992  -0.424
C  -0.524  -1.385  -0.935  -0.415
H  1.704  -0.355  1.659  0.213
H  0.533  0.740  2.435  0.208
H  1.986  1.400  1.651  0.218
H  -0.046  1.720  0.254  0.155
H  1.027  1.008  -1.577  0.466
H  -1.001  -0.688  1.104  0.215
H  -2.614  -0.594  -0.799  0.216
H  -1.470  0.477  -1.728  0.199
H  0.317  -1.312  -1.618  0.224
H  -0.836  -2.400  -0.706  0.215


Record 3
DFT (wB97M-V/def2-TZVPD) results for one molecule with the formula C5H10O in a non-equilibrium geometry.

As for the energy: -271.625110 a.u. The multiplicity is 1. For the lowest unoccupied orbital energy, the calculation gives 0.97 eV. The value obtained for the molar mass is 86.13 g mol⁻¹. The SMILES is CC/C=C\OC. The frontier orbital gap comes out at 0.3342 Ha.

Each line ends with the natural charge from an NBO analysis.
Atoms and positions in Å:
C  1.906  1.070  0.107  -0.618
C  0.677  1.541  1.102  -0.437
C  -0.587  0.829  0.693  -0.294
C  -1.139  -0.149  -0.041  0.127
O  -0.509  -0.858  -0.927  -0.534
C  -1.053  -2.222  -1.335  -0.267
H  2.745  1.762  0.088  0.210
H  2.207  0.084  0.525  0.203
H  1.357  0.826  -0.963  0.222
H  0.929  1.610  2.149  0.224
H  0.576  2.724  1.053  0.203
H  -1.512  1.134  1.372  0.194
H  -2.102  -0.633  0.420  0.170
H  -1.176  -2.947  -0.405  0.188
H  -2.040  -2.068  -1.847  0.196
H  -0.281  -2.705  -1.991  0.211


Record 4
DFT (wB97M-V/def2-TZVPD) results for one molecule with the formula C5H10O in a non-equilibrium geometry.

As for the energy: -271.623788 a.u. The multiplicity is 1. For the lowest unoccupied orbital energy (spin up / spin down), the calculation gives 0.96 / 1.09 eV. The value obtained for the molar mass is 86.13 g mol⁻¹. The frontier orbital gap (spin up / spin down) comes out at 0.2886 / 0.3055 Ha.

Each line ends with the natural charge from an NBO analysis.
Atoms and positions in Å:
C  -2.026  -0.296  1.221  -0.707
C  -1.211  -1.294  0.507  0.112
O  -0.421  -0.930  -0.449  -0.373
C  -0.271  0.262  -1.008  0.021
C  2.013  0.513  -0.090  -0.609
C  1.166  0.470  -1.378  -0.463
H  -2.383  -0.709  2.168  0.232
H  -2.893  0.049  0.637  0.220
H  -1.421  0.608  1.427  0.214
H  1.626  -0.227  0.619  0.203
H  -1.140  -2.346  0.745  0.174
H  -0.835  1.079  -0.556  0.145
H  1.933  1.495  0.389  0.201
H  3.070  0.288  -0.263  0.208
H  1.284  1.394  -1.954  0.210
H  1.508  -0.355  -2.016  0.211